{
  "formula": "C5H10N2",
  "method": "the ωB97M-V functional and the def2-TZVPD basis",
  "elements": ["N", "C", "C", "C", "N", "C", "C", "H", "H", "H", "H", "H", "H", "H", "H", "H", "H"],
  "xyz": [[-0.238, -0.885, -2.531], [0.408, -0.267, -1.431], [0.468, -0.644, 0.046], [-0.230, -0.744, 1.361], [-0.362, 0.649, 1.813], [-0.015, 1.561, 0.714], [-0.173, 0.665, -0.480], [0.253, -1.721, -2.674], [-1.188, -1.144, -2.260], [1.381, -0.083, -1.797], [1.539, -0.453, 0.292], [0.221, -1.380, 2.114], [-1.252, -1.122, 1.168], [0.061, 0.825, 2.706], [0.992, 1.902, 0.821], [-0.600, 2.429, 0.569], [-1.265, 0.412, -0.432]],
  "forces_ev_per_angstrom": [[-2.177, 1.171, 0.607], [0.513, -0.417, -0.509], [2.341, 0.252, 0.373], [-2.210, -0.881, -0.656], [-0.587, 0.275, 0.098], [1.457, -0.141, -0.516], [-2.076, -0.821, 0.882], [0.695, -1.430, -0.544], [0.119, 0.034, -0.288], [1.323, 0.337, 0.222], [-0.579, 0.152, -0.117], [0.309, -0.039, 0.005], [0.235, -0.206, 0.382], [0.276, 0.275, -0.036], [1.010, 0.367, -0.040], [-1.177, 0.879, 0.523], [0.529, 0.192, -0.384]],
  "lowdin_charge": [0.061, -0.320, -0.171, -0.219, -0.048, -0.191, -0.172, 0.060, 0.088, 0.125, 0.133, 0.108, 0.106, 0.096, 0.102, 0.092, 0.150],
  "smiles": "NC1[C@@H]2CNC[C@@H]12",
  "spin_multiplicity": 1,
  "e_tot_ha": -305.885475,
  "e_lumo_ha": 0.03828,
  "orbital_gap_ev": 9.511,
  "homo_ev": -8.5
}


{
  "formula": "C5H10N2",
  "method": "the ωB97M-V functional and the def2-TZVPD basis",
  "elements": ["H", "N", "C", "C", "C", "C", "H", "H", "H", "H", "H", "H", "C", "N", "H", "H", "H"],
  "xyz": [[1.011, 1.298, -1.440], [0.624, 1.638, -0.561], [0.458, 0.707, 0.329], [0.827, -0.713, 0.237], [1.208, -1.284, -0.907], [0.691, -1.493, 1.514], [0.222, 1.069, 1.327], [1.288, -0.737, -1.835], [1.427, -2.340, -0.965], [0.930, -2.544, 1.365], [1.361, -1.095, 2.277], [-0.327, -1.424, 1.903], [-2.302, 1.169, -0.576], [-1.874, 2.183, -1.134], [-3.341, 0.850, -0.558], [-1.546, 0.513, -0.001], [-0.658, 2.203, -0.974]],
  "forces_ev_per_angstrom": [[-0.106, -0.263, -0.023], [0.327, -0.727, 0.845], [1.133, 1.250, -0.588], [-0.114, -0.665, -0.403], [-0.137, 0.168, 0.208], [0.063, 0.021, -0.017], [-0.416, -0.077, 0.006], [-0.021, 0.101, -0.058], [0.082, -0.077, 0.083], [0.010, -0.003, -0.017], [-0.010, 0.010, 0.058], [-0.025, 0.026, 0.020], [1.016, -1.015, 1.005], [2.257, 0.839, -0.632], [-0.104, 0.088, 0.025], [-0.955, 0.112, -0.400], [-3.003, 0.213, -0.112]],
  "lowdin_charge": [0.073, 0.057, -0.228, -0.355, 0.075, -0.066, 0.123, 0.060, 0.067, 0.077, 0.084, 0.083, -0.200, -0.003, 0.056, 0.048, 0.050],
  "smiles": "[H]/N=C\\C(=C)C.C=N",
  "spin_multiplicity": 1,
  "e_tot_ha": -305.922082,
  "e_lumo_ha": [-0.00328, -0.00327],
  "orbital_gap_ev": [8.525, 8.526],
  "homo_ev": [-8.6, -8.6]
}


{
  "formula": "C5H10N2",
  "method": "the ωB97M-V functional and the def2-TZVPD basis",
  "elements": ["C", "C", "C", "N", "N", "C", "C", "H", "H", "H", "H", "H", "H", "H", "H", "H", "H"],
  "xyz": [[-0.791, 0.541, 1.974], [-0.053, -0.074, 1.059], [-0.244, -1.325, 0.451], [0.299, -1.501, -0.724], [-0.183, -2.471, -1.520], [0.999, 0.864, -0.061], [0.218, 1.979, -0.719], [-0.519, 1.509, 2.369], [-1.754, 0.159, 2.289], [-0.919, -2.068, 0.891], [-0.939, -3.061, -1.181], [0.520, -2.922, -2.085], [1.693, 1.236, 0.691], [1.605, 0.321, -0.778], [-0.527, 1.582, -1.408], [0.891, 2.642, -1.269], [-0.294, 2.589, 0.024]],
  "forces_ev_per_angstrom": [[0.042, 0.041, 0.038], [2.192, 2.826, -3.049], [-0.320, -1.485, -1.851], [-0.804, -0.307, 1.117], [-0.214, -0.512, -0.041], [-0.649, -0.367, 3.396], [-0.106, -0.026, 0.217], [-0.046, 0.222, -0.270], [0.223, -0.447, 0.450], [-0.115, -0.007, -0.188], [0.301, -0.080, 0.136], [-0.119, 0.085, 0.013], [0.210, 0.571, -0.126], [-0.499, -0.465, 0.313], [-0.006, 0.026, -0.058], [-0.007, -0.083, -0.079], [-0.083, 0.009, -0.017]],
  "lowdin_charge": [0.019, -0.237, -0.173, -0.060, 0.006, -0.170, -0.135, 0.057, 0.057, 0.117, 0.085, 0.085, 0.078, 0.071, 0.072, 0.068, 0.059],
  "smiles": "C=C(/C=N/N)CC",
  "spin_multiplicity": 1,
  "e_tot_ha": -305.910229,
  "e_lumo_ha": 0.03314,
  "orbital_gap_ev": 8.926,
  "homo_ev": -8.0
}


{
  "formula": "C5H10N2",
  "method": "the ωB97M-V functional and the def2-TZVPD basis",
  "elements": ["C", "C", "N", "C", "C", "C", "N", "H", "H", "H", "H", "H", "H", "H", "H", "H", "H"],
  "xyz": [[-2.064, -0.191, 0.073], [-1.083, -0.319, -1.068], [-0.154, 0.771, -1.389], [0.379, -0.485, -0.870], [1.045, -0.576, 0.476], [2.114, 0.392, 0.820], [0.843, 0.398, 1.542], [-2.759, 0.633, -0.117], [-1.571, -0.023, 1.035], [-2.656, -1.107, 0.166], [-1.506, -0.765, -1.968], [-0.194, 1.481, -0.657], [0.915, -1.062, -1.624], [1.148, -1.597, 0.843], [2.979, 0.086, 1.402], [2.300, 1.189, 0.101], [0.265, 1.176, 1.235]],
  "forces_ev_per_angstrom": [[0.030, -0.031, 0.058], [-0.161, -0.150, -0.022], [0.023, 0.277, 0.056], [0.116, -0.181, 0.060], [-0.044, -0.138, -0.132], [0.276, 0.045, -0.076], [-0.180, 0.148, 0.030], [0.042, -0.088, 0.031], [-0.068, 0.003, -0.157], [0.084, 0.103, -0.016], [0.064, 0.045, 0.135], [0.018, -0.100, -0.089], [-0.057, 0.101, 0.101], [-0.030, 0.158, -0.053], [-0.142, 0.017, -0.078], [-0.039, -0.131, 0.108], [0.069, -0.079, 0.043]],
  "lowdin_charge": [-0.053, -0.318, 0.059, -0.257, -0.286, -0.139, 0.015, 0.079, 0.065, 0.078, 0.127, 0.081, 0.136, 0.137, 0.097, 0.109, 0.070],
  "smiles": "C[C@H]1N[C@H]1[C@H]1CN1",
  "spin_multiplicity": 1,
  "e_tot_ha": -305.946900,
  "e_lumo_ha": 0.04435,
  "orbital_gap_ev": 10.454,
  "homo_ev": -9.2
}


{
  "formula": "C5H10N2",
  "method": "the ωB97M-V functional and the def2-TZVPD basis",
  "elements": ["C", "C", "N", "C", "C", "C", "N", "H", "H", "H", "H", "H", "H", "H", "H", "H", "H"],
  "xyz": [[-2.104, -0.462, -0.071], [-1.118, -0.288, -1.201], [-0.399, 0.975, -1.364], [0.342, -0.224, -0.955], [0.913, -0.372, 0.433], [2.261, 0.166, 0.716], [1.082, 0.772, 1.331], [-3.032, 0.077, -0.293], [-1.704, -0.083, 0.876], [-2.355, -1.520, 0.067], [-1.443, -0.713, -2.150], [-0.587, 1.564, -0.553], [0.998, -0.596, -1.742], [0.612, -1.274, 0.964], [2.931, -0.348, 1.400], [2.752, 0.703, -0.094], [0.865, 1.643, 0.851]],
  "forces_ev_per_angstrom": [[0.022, 0.044, 0.037], [-0.141, -0.204, -0.035], [-0.023, 0.253, 0.098], [0.127, -0.146, 0.030], [-0.086, -0.133, -0.120], [0.306, -0.094, -0.052], [-0.138, 0.240, 0.018], [0.116, -0.084, 0.047], [-0.035, -0.041, -0.148], [0.048, 0.147, -0.025], [0.058, 0.056, 0.132], [0.013, -0.073, -0.091], [-0.101, 0.042, 0.130], [0.027, 0.091, -0.093], [-0.112, 0.061, -0.093], [-0.081, -0.057, 0.126], [0.001, -0.101, 0.036]],
  "lowdin_charge": [-0.058, -0.332, 0.058, -0.251, -0.295, -0.147, 0.022, 0.077, 0.077, 0.080, 0.129, 0.081, 0.135, 0.137, 0.098, 0.111, 0.079],
  "smiles": "C[C@H]1N[C@H]1[C@H]1CN1",
  "spin_multiplicity": 1,
  "e_tot_ha": -305.947149,
  "e_lumo_ha": 0.04411,
  "orbital_gap_ev": 10.571,
  "homo_ev": -9.4
}


{
  "formula": "C5H10N2",
  "method": "the ωB97M-V functional and the def2-TZVPD basis",
  "elements": ["H", "N", "C", "C", "C", "C", "C", "N", "H", "H", "H", "H", "H", "H", "H", "H", "H"],
  "xyz": [[0.953, 0.495, -1.762], [1.820, 0.479, -0.861], [1.340, -0.031, 0.140], [1.806, -0.022, 1.550], [-0.354, -0.839, 0.031], [-1.107, -0.263, -1.037], [-1.853, 1.012, -0.673], [-0.569, -1.857, 0.728], [0.185, -2.119, 1.363], [2.735, 0.542, 1.622], [1.057, 0.434, 2.198], [1.966, -1.044, 1.899], [-1.688, -1.002, -1.584], [-0.179, 0.214, -1.868], [-1.164, 1.747, -0.258], [-2.320, 1.448, -1.555], [-2.627, 0.805, 0.068]],
  "forces_ev_per_angstrom": [[3.276, -0.302, 2.786], [-1.161, 1.189, -3.378], [-4.348, -1.345, 0.753], [0.660, -0.225, -0.105], [4.100, 0.621, 0.700], [1.312, 1.745, -2.506], [-0.237, -0.161, 0.144], [-0.765, -0.186, 0.089], [-0.002, 0.263, -0.146], [0.066, -0.113, 0.100], [-0.063, -0.010, -0.149], [0.104, 0.086, 0.099], [0.014, 0.111, -0.103], [-2.911, -1.740, 1.661], [-0.005, 0.014, 0.050], [-0.029, 0.002, 0.012], [-0.010, 0.051, -0.010]],
  "lowdin_charge": [0.112, 0.088, -0.355, -0.072, -0.304, -0.246, -0.100, 0.135, 0.041, 0.078, 0.086, 0.070, 0.115, 0.127, 0.074, 0.073, 0.079],
  "smiles": "[H]/N=C(C)\\C(CC)=N/[H]",
  "spin_multiplicity": 1,
  "e_tot_ha": -305.908490,
  "e_lumo_ha": 0.02488,
  "orbital_gap_ev": 9.138,
  "homo_ev": -8.5
}


Relative energy (zero: lowest compared OMol25 entry of this formula, charge and spin) for every record listed, in sequence, given in kcal per mole: 86.83 63.86 71.30 48.29 48.13 72.39.